1.
Molecular formula: C4H8Se
Method: DFT, the ωB97M-V functional and the def2-TZVPD basis

## Properties
LUMO level (eV): 0.64
Multiplicity: 1
Total charge: 0
Energy above the lowest of the compared OMol25 structures with the same formula, charge and spin (kcal/mol): 102.8
Highest occupied orbital energy (eV): -7.20
E_tot (hartree): -2558.44288

The geometry in XYZ format:
```
13
Properties=species:S:1:pos:R:3:forces:R:3:lowdin_charge:R:1
Se 0.433 0.492 -0.677 0.39 1.92 -0.64 1.0032
C 0.487 -1.409 -0.665 -0.56 -1.48 -0.09 -0.3903
C 1.777 0.880 0.816 -0.87 -6.29 -2.13 -0.2517
C -2.475 0.842 -0.150 1.10 0.57 -2.57 -0.2224
C -1.344 0.265 0.280 -0.44 0.02 1.43 -0.4248
H -0.659 -1.577 -0.790 2.17 -0.33 0.50 0.0497
H 2.737 0.359 0.401 -1.65 1.44 1.04 0.0700
H 1.828 1.763 1.313 0.15 2.89 0.63 -0.0181
H 0.906 -1.772 0.313 -0.89 0.36 -0.77 0.0521
H 1.090 -1.897 -1.472 -0.54 0.81 0.47 0.0400
H -2.623 1.489 -1.099 0.25 -0.79 1.66 0.0598
H 1.217 0.142 1.455 1.11 0.67 0.19 0.0149
H -3.374 0.423 0.274 -0.21 0.21 0.28 0.0176
```
Forces are in eV/Å.

=====

2.
Molecular formula: C4H8Si
Method: DFT, the ωB97M-V functional and the def2-TZVPD basis

## Properties
LUMO level (eV): -0.10
Multiplicity: 1
Total charge: 0
Energy above the lowest of the compared OMol25 structures with the same formula, charge and spin (kcal/mol): 87.0
Highest occupied orbital energy (eV): -9.13
E_tot (hartree): -446.51772

The geometry in XYZ format:
```
13
Properties=species:S:1:pos:R:3:forces:R:3:lowdin_charge:R:1
Si -0.630 0.082 0.786 2.67 -0.33 -2.33 0.7634
C 3.181 0.147 -0.168 -1.86 0.26 0.85 -0.1429
C -0.990 1.646 -0.188 3.76 0.24 0.09 -0.2540
C -0.976 -1.539 -0.060 3.44 -1.36 0.32 -0.2654
C 2.072 -0.044 0.241 -4.84 0.52 1.61 -0.1657
H -0.588 2.634 0.297 -0.95 -1.97 -0.83 0.0716
H 4.018 -0.133 -0.604 3.74 -0.52 -1.68 -0.0738
H -0.906 0.008 2.163 0.00 0.11 1.44 -0.0687
H -0.195 1.365 -1.011 -1.58 0.92 1.04 0.0538
H -1.945 -1.832 -0.160 -3.24 -0.43 0.09 -0.0288
H -0.612 -1.589 -1.088 0.30 0.49 0.01 0.0331
H -1.957 1.736 -0.617 -0.84 0.11 -0.28 -0.0029
H -0.472 -2.480 0.408 -0.59 1.95 -0.33 0.0803
```
Forces are in eV/Å.